# 1
Density functional theory data (the ωB97M-V functional and the def2-TZVPD basis) for a single C7H11OP molecule in a non-equilibrium geometry.

Structure (XYZ):
```
20
Properties=species:S:1:pos:R:3:forces:R:3:lowdin_charge:R:1
O -1.738366 -1.008228 -0.787593 1.48 0.79 1.10 -0.1521
C 1.214258 -2.562484 1.243083 0.60 -1.06 0.79 -0.0537
C -2.336475 0.626768 1.459499 -4.65 -2.04 -0.95 -0.1811
H -0.393481 1.308982 2.038506 0.01 -0.44 -0.86 0.0721
C -0.173418 1.624584 -1.700930 1.86 0.44 1.00 -0.1465
C -1.020041 0.637894 1.427278 4.67 -1.19 -1.80 -0.3419
H 1.593383 -2.704933 2.287100 -0.63 0.09 -1.26 0.1190
H -0.846761 1.048787 -2.252840 -1.28 -0.74 -0.90 0.0380
H -0.674640 2.325657 -1.048156 -0.36 -0.05 0.16 0.0711
C 1.422113 -3.019562 -0.205874 -1.82 1.23 1.85 -0.0683
H 0.416886 2.215502 -2.379038 0.32 0.22 -0.42 0.0634
H 1.258429 1.290995 -0.028751 -0.24 -1.15 -1.43 0.1149
H -2.991621 1.351047 1.782182 -1.01 1.65 1.14 0.0087
P -0.428720 -0.406620 0.088001 0.26 2.57 1.57 0.8185
C 0.744945 0.697103 -0.869131 -1.56 -0.07 1.51 -0.2969
C 0.529580 -1.823498 0.442855 0.20 -1.30 -1.34 -0.2863
H 2.362988 -2.725383 -0.565733 1.01 0.20 -0.98 0.0457
H 0.893855 -3.850088 -0.695008 0.29 0.28 0.62 0.0816
H 1.308226 -0.021514 -1.445816 0.89 0.42 -0.30 0.0641
H -2.840089 -0.069252 0.763570 -0.04 0.14 0.51 0.0296
```
Positions in Å, forces in eV/Å.

Orbital gap (alpha / beta)   4.82 / 5.95 eV
Multiplicity   3
HOMO level (alpha / beta)   -4.27 / -9.23 eV

# 2
Density functional theory data (the ωB97M-V functional and the def2-TZVPD basis) for a gas-phase ion, C7H12 (charge -1) in a non-equilibrium geometry.

Structure (XYZ):
```
19
Properties=species:S:1:pos:R:3:forces:R:3:lowdin_charge:R:1
H 1.511384 0.045295 -0.560359 0.04 -0.04 0.90 0.0751
H -1.873640 1.149053 -2.734148 0.45 -0.20 -0.13 0.0564
H -1.798444 -0.513069 2.270273 0.47 -0.23 -0.08 -0.0017
H 2.616250 -1.053760 0.631645 0.15 0.11 -0.24 -0.0275
H -0.908800 -0.681632 -1.192447 -0.51 0.36 -0.09 0.0955
C -1.318617 -0.068790 1.399234 -1.13 0.96 -0.09 -0.0967
C -0.347495 0.225884 -1.423869 0.80 -0.89 -0.78 -0.2959
C -1.144099 1.388376 -1.947719 -1.10 0.88 0.86 -0.1530
H -1.909192 0.745232 0.991451 -0.01 0.08 -0.21 -0.0169
H 2.672603 -2.376786 1.852372 -0.22 -0.10 0.37 -0.0275
H 0.272804 -0.077344 -2.290449 0.13 0.01 0.33 0.0886
H 0.747091 1.543150 -0.092190 -0.17 -0.19 0.46 0.1027
H -1.790703 1.806235 -1.144820 0.51 0.03 -0.28 0.0610
C 2.099483 -1.567920 1.421943 0.20 -0.18 0.09 -0.1295
C -0.003971 -0.257862 1.009024 1.14 -1.38 1.78 -0.4352
C 0.569807 0.454266 -0.174878 -0.40 0.04 -1.79 -0.1937
H 0.276898 -1.705529 2.566413 0.12 -0.08 -0.19 0.0728
C 0.789243 -1.235565 1.723483 -0.09 1.03 -1.03 -0.2405
H -0.460602 2.180767 -2.304960 -0.39 -0.21 0.11 0.0659
```
Positions in Å, forces in eV/Å.

Net charge   -1
Orbital gap (alpha / beta)   3.74 / 6.67 eV
Multiplicity   2
HOMO level (alpha / beta)   0.36 / -2.62 eV

# 3
Density functional theory data (the ωB97M-V functional and the def2-TZVPD basis) for a gas-phase ion, C7H12 (charge -1) in a non-equilibrium geometry.

Structure (XYZ):
```
19
Properties=species:S:1:pos:R:3:forces:R:3:lowdin_charge:R:1
H 2.118059 0.861444 2.468553 0.08 0.14 -0.18 0.0421
H -1.305015 2.053348 0.109669 0.07 -0.38 0.62 0.0872
C 0.883494 -0.975541 -2.238329 -0.66 0.34 0.96 -0.1386
C -0.137499 -0.890611 -1.075916 0.31 -0.98 0.75 -0.2875
C -0.068202 0.358019 -0.268662 -0.54 0.12 -0.12 -0.3789
H 1.876707 -0.765413 -1.838667 0.12 -0.20 -0.15 0.0526
H -3.221090 0.857995 1.123321 0.02 0.10 0.23 -0.0150
C -2.289112 0.344379 0.925552 0.68 -0.04 -0.82 -0.0917
H -2.260142 -0.740250 0.982007 -0.24 -0.03 0.17 0.0073
C 0.850950 0.974040 0.641098 2.00 0.54 -1.06 -0.2451
H 1.083043 2.017987 0.384379 -0.13 -0.03 0.76 0.0562
H 0.436546 0.242139 2.522323 0.49 -0.21 0.24 0.0580
C 1.356903 0.335085 1.892817 -1.05 -0.42 -0.23 -0.1671
H 1.681498 -0.688458 1.670566 0.20 -0.03 0.31 0.0505
C -1.228522 0.953807 0.287956 -1.91 0.83 -0.61 -0.3057
H -1.149695 -0.937074 -1.481416 -0.10 0.06 -0.12 0.0874
H 0.634775 -0.182871 -2.945922 0.12 -0.15 -0.23 0.0546
H -0.073337 -1.845986 -0.482138 0.26 0.26 -0.22 0.0883
H 0.810642 -1.972039 -2.677192 0.29 0.06 -0.30 0.0457
```
Positions in Å, forces in eV/Å.

Net charge   -1
Orbital gap (alpha / beta)   5.12 / 5.54 eV
Multiplicity   2
HOMO level (alpha / beta)   -0.75 / -1.22 eV

# 4
Density functional theory data (the ωB97M-V functional and the def2-TZVPD basis) for a single C7H12 molecule in a non-equilibrium geometry.

Structure (XYZ):
```
19
Properties=species:S:1:pos:R:3:forces:R:3:lowdin_charge:R:1
H 1.693183 -1.846180 1.117431 0.30 0.14 0.13 0.1055
H -1.661002 2.150242 0.140205 -1.16 -0.25 -0.25 0.0692
H 1.056906 -1.704956 -0.440255 0.11 0.27 -0.30 0.0892
C 1.279747 -1.098773 0.438447 -0.64 -0.72 0.05 -0.2812
C -1.855156 0.473312 -2.081469 -1.09 -0.54 1.06 0.0150
H -2.210229 0.007055 -2.988104 0.82 0.41 -0.60 0.0573
H -0.144893 -0.682125 -1.629498 -0.06 -0.01 -0.34 0.0848
H -1.709663 1.379299 1.786959 0.15 -0.18 0.10 0.0588
C -0.892115 0.020143 -1.286109 0.42 -0.59 0.37 -0.1367
H -2.609386 1.053025 -1.561738 -0.15 0.16 -0.32 0.0516
C -0.901807 0.219606 0.187179 0.00 1.28 0.25 -0.3097
C -0.040953 -0.646540 1.086323 -0.18 -0.76 -0.53 -0.1754
C -1.609213 1.232536 0.719754 1.49 0.59 -0.06 0.0316
H -0.605852 -1.542941 1.366650 0.11 -0.02 0.09 0.1177
C 2.263156 0.020909 0.222710 0.93 0.81 1.83 -0.1097
H 2.570196 0.360552 1.228857 -0.28 -0.11 0.09 0.0760
H 0.223086 -0.108795 1.995587 -0.29 0.09 0.06 0.1094
H 3.252580 -0.257843 -0.133858 -0.28 -0.18 -0.85 0.0697
H 1.901414 0.971475 -0.169065 -0.20 -0.41 -0.79 0.0770
```
Positions in Å, forces in eV/Å.

Orbital gap   9.23 eV
HOMO level   -8.51 eV
SMILES   C=CC(=C)CCC

The evaluated relative energy (zero: lowest compared OMol25 entry of this formula, charge and spin) for the records listed, in turn: 3.648 0.217 1.829 1.996 eV.